Formula: C7H11Cl
Source: OMol25
Level of theory: wB97M-V/def2-TZVPD

The geometry in XYZ format:
```
19
Properties=species:S:1:pos:R:3:forces:R:3
C -1.1868 1.5211 0.1567 -1.6 6.6 6.5
C -0.8393 0.3923 -0.5568 0.2 -1.9 -3.9
C -1.7589 0.3688 -1.8241 4.7 0.2 0.1
C 0.0230 -0.6017 -0.3160 -4.4 0.9 -3.2
C 1.0504 -0.6185 0.5398 5.7 1.3 5.0
C 1.5586 -1.9497 1.1180 -2.1 0.1 1.7
C 1.6936 0.5809 0.8130 -0.1 -4.1 0.3
H -2.2319 1.2510 0.6348 1.5 0.9 -1.0
H -1.2920 2.6853 -0.2224 0.1 -3.3 -0.2
H -0.5734 1.8628 1.1317 -1.1 -1.5 -1.9
H -1.4472 -0.4846 -2.4171 0.3 0.2 -0.6
H -2.6316 0.0496 -1.4334 -3.8 0.2 0.7
H -1.5629 1.3656 -2.3210 -1.1 -1.3 0.3
H -0.1554 -1.4216 -0.9732 0.4 -0.9 -0.4
H 0.6119 -2.6939 1.2978 2.1 2.1 0.6
H 2.3822 -1.8385 1.9405 -2.0 -0.5 -1.5
H 1.9000 -2.4842 0.3056 1.7 -1.1 -1.9
H 1.2244 1.4448 0.4528 0.5 1.5 -0.3
Cl 3.2355 0.5707 1.6732 -0.9 0.6 -0.3
```
Positions in Å, forces in eV/Å.

Output
E_tot	-19956.0548	eV
Kohn-Sham gap	8.67	eV
SMILES	CC(C)=C/C(C)=C/Cl
ΔE to the lowest compared entry with this formula, charge and spin	77.8	kcal/mol
charge	0